# 1
104
Properties=species:S:1:pos:R:3:mulliken_spin:R:1 method="wB97M-V/def2-TZVPD" spin_multiplicity=2 lumo_energy_ev="-3.8 / -4.1" homo_lumo_gap_ev="5.899 / 5.858" fmax_ha_per_bohr=0.014 total_energy_ev=-106636.966 charge=+1
Re 0.635 -0.624 -0.846 0.865
O -0.905 -4.421 -0.111 -0.001
C -0.433 -3.408 -0.562 -0.011
O -0.119 -2.323 0.107 -0.002
C -0.109 -3.282 -2.024 0.001
C -0.208 -4.268 -2.990 -0.001
C 0.196 -3.965 -4.280 0.001
C 0.682 -2.692 -4.580 0.003
C 0.738 -1.766 -3.566 0.019
N 0.350 -2.078 -2.330 0.015
C 1.217 -0.349 -3.693 -0.021
O 1.559 0.129 -4.734 0.025
O 1.201 0.308 -2.519 0.019
H -0.598 -5.234 -2.701 0.000
H 0.147 -4.720 -5.054 0.000
H 1.013 -2.406 -5.569 0.000
O 0.667 2.325 -0.668 0.005
N 1.447 1.241 -0.219 -0.038
C 2.600 1.663 0.127 0.034
C 3.737 0.895 0.637 -0.008
C 4.769 1.691 1.142 0.007
C 5.934 1.123 1.623 -0.003
C 6.081 -0.256 1.587 0.005
C 5.060 -1.050 1.087 -0.006
C 3.877 -0.494 0.608 0.012
P 2.599 -1.646 -0.008 -0.053
C 2.455 -2.806 1.369 -0.008
C 3.193 -3.984 1.450 -0.002
C 3.057 -4.812 2.557 0.000
C 2.190 -4.466 3.581 -0.001
C 1.467 -3.282 3.512 -0.003
C 1.595 -2.455 2.411 0.035
C 3.417 -2.463 -1.414 -0.003
C 3.098 -3.770 -1.782 0.014
C 3.633 -4.320 -2.938 -0.001
C 4.470 -3.563 -3.747 0.004
C 4.769 -2.252 -3.402 0.000
C 4.245 -1.702 -2.240 0.019
H 0.518 2.099 -1.606 0.006
H 2.742 2.736 0.055 0.000
H 4.646 2.767 1.158 0.000
H 6.722 1.749 2.018 0.000
H 6.991 -0.716 1.948 0.000
H 5.185 -2.125 1.073 0.000
H 3.886 -4.260 0.667 0.000
H 3.632 -5.726 2.614 0.000
H 2.072 -5.122 4.433 0.000
H 0.789 -3.010 4.310 0.000
H 1.007 -1.546 2.349 -0.034
H 2.433 -4.366 -1.169 0.000
H 3.394 -5.341 -3.205 0.000
H 4.887 -3.994 -4.648 0.000
H 5.413 -1.655 -4.034 0.000
H 4.479 -0.675 -1.985 -0.001
C -5.327 3.841 0.824 -0.001
Si -4.315 2.446 0.113 -0.001
C -5.291 0.860 0.131 0.001
C -3.799 2.851 -1.627 -0.002
Si -2.409 2.212 1.450 0.019
Te -1.472 0.009 0.520 0.064
Si -1.129 4.166 1.574 -0.004
C -2.077 5.333 2.678 0.001
C -0.972 4.979 -0.098 0.000
C 0.527 3.810 2.356 0.000
Si -2.899 1.350 3.569 0.016
C -3.738 -0.307 3.449 0.000
C -1.291 1.173 4.500 -0.002
C -4.018 2.552 4.451 0.004
H -6.262 3.944 0.264 0.000
H -4.795 4.793 0.762 0.000
H -5.584 3.669 1.872 0.000
H -6.070 0.897 -0.636 0.000
H -5.773 0.695 1.096 0.000
H -4.658 -0.008 -0.076 0.001
H -4.667 2.828 -2.293 0.000
H -3.069 2.124 -1.994 0.004
H -3.352 3.845 -1.690 0.001
H -3.093 5.494 2.310 0.000
H -1.583 6.307 2.730 0.000
H -2.148 4.945 3.697 0.000
H -1.943 5.331 -0.453 0.000
H -0.573 4.303 -0.843 0.000
H -0.309 5.847 -0.036 0.000
H 0.420 3.495 3.395 0.000
H 1.151 4.710 2.338 0.000
H 1.046 3.022 1.820 0.001
H -3.155 -1.018 2.862 0.000
H -4.726 -0.226 2.991 0.000
H -3.865 -0.722 4.453 0.000
H -0.542 0.647 3.900 0.000
H -1.444 0.601 5.420 0.000
H -0.880 2.146 4.775 0.000
H -4.988 2.632 3.954 0.000
H -3.587 3.552 4.508 -0.001
H -4.200 2.207 5.474 0.001
N -2.296 -0.597 -5.202 0.000
C -2.899 -1.587 -4.462 0.001
C -2.719 -1.224 -3.162 0.004
N -2.015 -0.040 -3.085 0.002
C -1.782 0.303 -4.329 0.002
H -2.246 -0.543 -6.204 0.000
H -3.406 -2.420 -4.918 0.000
H -3.054 -1.739 -2.274 -0.003
H -1.248 1.182 -4.655 0.000

# 2
159
Properties=species:S:1:pos:R:3:mulliken_charge:R:1 method="wB97M-V/def2-TZVPD" lumo_energy_ev=-0.8 homo_lumo_gap_ev=7.527 fmax_ha_per_bohr=0.169 total_energy_ev=-4551246.777
C -4.559 3.581 -1.052 -0.078
C -4.604 2.764 0.198 -0.188
C -5.622 1.457 0.422 0.496
O -6.685 1.429 -0.428 -0.611
O -5.388 0.468 1.489 -0.209
C -5.495 -0.916 0.999 -0.567
C -4.031 -1.673 1.280 0.842
C -2.898 -0.827 0.441 0.080
C -1.369 -1.405 0.571 -0.522
C -0.193 -0.268 0.260 0.170
C 0.491 -0.441 -1.238 -0.687
C -0.512 -0.071 -2.483 -0.206
S -1.740 1.332 -2.058 -0.118
O -1.350 -1.249 -2.747 -0.105
C -0.717 -2.208 -3.660 0.426
O 0.518 -2.707 -3.578 -0.583
P -1.798 -2.885 -5.127 0.055
C -3.297 -3.793 -4.308 -0.635
C -0.863 -4.283 -6.061 -0.437
C -1.495 -4.458 -7.573 -0.871
C 0.291 0.493 -3.835 -0.069
Br -0.996 0.888 -5.368 -0.164
C 1.049 1.919 -3.400 -0.188
C 0.383 3.248 -4.091 -0.633
H -5.543 4.079 -1.470 0.281
H -3.579 3.765 -1.701 -0.163
H -3.887 3.112 1.078 0.200
H -6.312 -1.568 1.533 0.213
H -5.619 -0.942 -0.185 0.341
H -4.026 -2.782 0.864 -0.536
H -3.740 -1.616 2.429 0.069
H -3.195 -0.931 -0.710 0.072
H -2.915 0.330 0.664 -0.183
H -1.208 -1.797 1.687 0.289
H -1.129 -2.311 -0.156 0.193
H 0.682 -0.525 1.031 0.167
H -0.523 0.827 0.512 -0.158
H 0.897 -1.563 -1.265 0.267
H 1.480 0.227 -1.205 0.163
H -1.129 2.200 -1.139 0.187
H -4.299 -3.190 -4.363 0.341
H -3.483 -4.839 -4.849 0.174
H -3.090 -4.067 -3.171 0.060
H 0.311 -4.147 -6.071 0.361
H -1.051 -5.325 -5.512 0.197
H -2.589 -4.894 -7.537 0.226
H -1.564 -3.394 -8.093 0.281
H -0.846 -5.197 -8.246 0.296
H 1.174 -0.223 -4.166 0.496
H 2.195 1.886 -3.732 0.135
H 1.058 2.097 -2.243 0.165
H 0.586 3.362 -5.245 0.058
H 0.918 4.187 -3.583 0.274
H -0.771 3.390 -3.843 0.142
C -3.776 -6.106 1.241 0.285
Br -1.847 -6.348 1.174 0.078
Br -4.328 -5.128 2.829 -0.042
Br -4.460 -5.290 -0.386 0.019
H -4.221 -7.104 1.310 -0.296
C -4.772 0.839 4.841 1.065
Br -3.919 -0.819 5.395 -0.063
Br -6.564 1.012 5.578 -0.054
Br -3.671 2.390 5.245 -0.036
H -4.877 0.796 3.752 -0.879
C -0.223 2.343 3.476 -0.438
Br 1.327 2.564 2.321 -0.067
Br -0.876 0.511 3.469 0.182
Br 0.124 2.981 5.281 -0.084
H -1.021 2.969 3.064 0.387
C 4.168 1.259 6.310 -0.319
Br 3.760 1.894 8.102 -0.038
Br 2.660 0.327 5.510 0.128
Br 4.822 2.691 5.167 -0.039
H 4.980 0.531 6.406 0.340
C 3.784 5.825 -5.313 -0.391
Br 2.307 5.124 -6.367 -0.008
Br 3.503 7.685 -4.819 0.023
Br 4.158 4.713 -3.761 -0.021
H 4.675 5.795 -5.950 0.434
C -6.169 6.739 0.938 -0.419
Br -7.743 5.597 0.903 -0.012
Br -4.788 6.033 2.112 0.011
Br -5.489 7.088 -0.851 0.062
H -6.481 7.702 1.354 0.376
C 5.619 7.498 -0.988 -0.234
Br 5.669 5.781 -0.074 0.029
Br 5.503 8.981 0.265 0.047
Br 7.110 7.706 -2.220 -0.051
H 4.704 7.514 -1.588 0.231
C 5.756 11.902 3.686 -0.378
Br 4.467 10.793 4.631 0.035
Br 7.490 11.033 3.542 -0.010
Br 5.086 12.471 1.950 -0.027
H 5.900 12.807 4.285 0.374
C -6.478 -9.675 0.983 -0.352
Br -4.549 -9.917 0.916 -0.048
Br -7.030 -8.697 2.572 -0.007
Br -7.162 -8.859 -0.644 -0.002
H -6.923 -10.673 1.052 0.378
C -4.815 6.424 -5.111 -0.352
Br -6.292 5.724 -6.166 0.022
Br -5.097 8.285 -4.617 -0.048
Br -4.441 5.312 -3.560 0.191
H -3.925 6.394 -5.749 0.342
C 5.490 11.541 -5.936 -0.336
Br 4.013 10.840 -6.991 -0.037
Br 5.208 13.401 -5.442 -0.023
Br 5.864 10.428 -4.385 0.042
H 6.380 11.510 -6.574 0.351
C -5.830 5.944 -10.635 -0.331
Br -6.496 7.676 -10.053 -0.003
Br -3.996 5.643 -10.058 0.000
Br -7.007 4.495 -10.088 -0.016
H -5.823 5.955 -11.730 0.341
C -4.220 -8.684 -3.760 -0.413
Br -3.115 -7.630 -2.555 0.088
Br -5.831 -7.728 -4.287 -0.071
Br -3.215 -9.313 -5.302 0.008
H -4.543 -9.571 -3.205 0.395
C 2.790 -2.142 9.440 -0.379
Br 3.895 -1.088 10.645 -0.049
Br 1.179 -1.186 8.913 -0.033
Br 3.795 -2.771 7.899 0.111
H 2.468 -3.029 9.996 0.398
C 7.495 -2.868 10.705 -0.184
Br 6.404 -4.462 10.939 -0.001
Br 9.089 -2.913 11.818 -0.041
Br 7.926 -2.555 8.834 -0.007
H 6.894 -2.017 11.042 0.202
C 0.518 11.163 5.194 0.043
Br 0.064 13.053 5.123 -0.022
Br -0.373 10.259 6.668 -0.011
Br 0.187 10.276 3.494 0.019
H 1.594 11.099 5.383 -0.038
C 8.473 2.809 0.504 -0.342
Br 6.789 2.377 1.377 0.022
Br 9.910 1.633 1.082 -0.053
Br 8.297 2.839 -1.433 0.006
H 8.744 3.823 0.817 0.347
C 3.033 -4.854 3.957 -0.425
Br 1.556 -5.554 2.903 -0.057
Br 2.751 -2.993 4.451 0.018
Br 3.407 -5.966 5.508 0.015
H 3.923 -4.884 3.320 0.384
C 3.819 -9.892 7.038 -0.319
Br 3.868 -11.609 7.951 -0.046
Br 3.703 -8.408 8.291 -0.046
Br 5.310 -9.684 5.806 0.040
H 2.903 -9.876 6.437 0.365
C -0.733 -12.611 -5.538 -0.358
Br -1.142 -11.976 -3.745 0.013
Br -2.242 -13.544 -6.337 -0.003
Br -0.079 -11.179 -6.681 -0.018
H 0.078 -13.340 -5.442 0.348
C 6.670 -11.580 2.703 -0.143
Br 5.382 -12.689 3.648 0.009
Br 8.405 -12.449 2.559 -0.012
Br 6.000 -11.011 0.967 -0.006
H 6.814 -10.675 3.302 0.127